i) Below is 3 unconnected molecules or ions with the total composition C3H13NO3, with properties calculated with ωB97M-V/def2-TZVPD.

Geometry as ORCA input:
```
! wB97M-V def2-TZVPD RIJCOSX def2/J DEFGRID3
* xyz 1 2
C 2.475 1.180 -0.942
C 1.415 0.190 -0.270
C 1.944 -0.782 0.776
O 1.660 -0.252 2.079
N 2.325 1.173 -2.361
H 2.282 2.204 -0.623
H 3.467 0.900 -0.601
H 0.584 0.761 0.157
H 0.914 -0.224 -1.157
H 1.433 -1.735 0.650
H 3.027 -0.891 0.746
H 1.235 0.584 1.902
H 2.489 0.298 -2.876
H 1.396 1.505 -2.645
H -3.651 3.421 1.946
H -4.546 2.919 3.101
O -3.629 3.114 2.871
H -4.345 -4.933 -2.833
H -4.553 -3.576 -2.143
O -4.437 -4.492 -2.012
*
```

Properties
HOMO-LUMO gap (alpha / beta) in eV: 9.67 / 4.21
Lowest unoccupied orbital energy (alpha / beta) in eV: -3.745 / -9.205

***

ii) Below is 4 unconnected molecules or ions with the total composition C3H13NO3, with properties calculated with ωB97M-V/def2-TZVPD.

Geometry as ORCA input:
```
! wB97M-V def2-TZVPD RIJCOSX def2/J DEFGRID3
* xyz 1 2
C -0.114 2.433 1.287
C -1.304 2.070 0.455
C -1.747 2.413 -1.750
N -0.924 1.913 -0.913
H 0.454 1.463 1.507
H -0.421 2.724 2.301
H 0.523 3.137 0.814
H -1.719 1.166 0.978
H -2.007 2.895 0.441
H -2.753 2.569 -1.359
H -1.557 2.523 -2.929
H 3.808 -5.385 1.136
H 2.556 -4.854 1.920
O 2.920 -5.073 0.971
H -0.880 -0.417 -0.840
H -1.408 -1.857 -1.247
O -1.212 -1.224 -0.457
H 1.269 -1.941 -1.116
H 2.285 -2.651 -0.329
O 2.231 -1.903 -0.868
*
```

Properties
HOMO-LUMO gap (alpha / beta) in eV: 7.64 / 3.88
Lowest unoccupied orbital energy (alpha / beta) in eV: -5.874 / -9.630

***

Best to worst by energy: i), ii).